{"formula": "C5H7NO", "method": "the ωB97M-V functional and the def2-TZVPD basis", "e_above_lowest_kj_mol": 488.1, "homo_lumo_gap_ev": 8.3, "total_charge": 0, "homo_energy_ev": -7.56, "smiles": "COc1ccc[nH]1", "symbols": ["C", "O", "C", "C", "C", "C", "N", "H", "H", "H", "H", "H", "H", "H"], "coordinates": [[-2.265, 0.172, 0.144], [-1.169, -0.824, -0.235], [0.017, -0.272, 0.082], [0.566, 1.036, -0.071], [1.937, 0.695, 0.008], [2.132, -0.633, 0.087], [0.861, -1.124, 0.046], [-2.276, 0.691, 0.998], [-3.132, -0.620, 0.235], [-2.332, 1.058, -0.629], [-0.219, 1.931, -0.314], [2.679, 1.373, -0.196], [2.799, -1.299, 0.231], [0.403, -2.185, -0.387]]}


{"formula": "C5H14CdN3S", "method": "the ωB97M-V functional and the def2-TZVPD basis", "e_above_lowest_kj_mol": 183.0, "homo_lumo_gap_ev": [2.3, 2.6], "total_charge": -1, "homo_energy_ev": [0.72, 0.25], "symbols": ["C", "Cd", "N", "H", "H", "H", "H", "H", "H", "H", "H", "C", "N", "C", "C", "N", "C", "S", "H", "H", "H", "H", "H", "H"], "coordinates": [[-0.983, 2.257, -1.381], [-0.054, 0.062, -2.157], [1.704, -1.675, -3.050], [-0.382, 0.636, -3.884], [2.732, -1.549, -3.142], [-1.159, 0.282, -3.741], [-1.414, 2.546, -2.336], [-0.510, 3.165, -0.896], [-1.832, 1.974, -0.752], [1.515, -2.437, -2.399], [1.370, -1.947, -3.984], [-1.077, -1.659, 2.723], [-0.274, -0.534, 2.318], [0.141, 0.465, 3.167], [0.823, 1.282, 2.318], [0.868, 0.784, 1.025], [0.162, -0.400, 1.067], [-0.351, -1.551, -0.067], [-2.024, -1.623, 2.100], [-0.479, -2.569, 2.415], [-1.129, -1.385, 3.806], [-0.142, 0.388, 4.203], [1.324, 2.189, 2.420], [1.168, 1.300, 0.226]]}


{"formula": "C6H8OS", "method": "the ωB97M-V functional and the def2-TZVPD basis", "e_above_lowest_kj_mol": 410.8, "homo_lumo_gap_ev": 9.6, "total_charge": 0, "homo_energy_ev": -8.86, "symbols": ["C", "C", "C", "C", "C", "C", "H", "H", "H", "H", "H", "H", "H", "H", "O", "S"], "coordinates": [[-0.237, -1.204, -0.097], [-0.619, -0.232, 0.922], [-2.000, 0.343, 0.714], [-1.959, 1.410, -0.241], [-0.601, 1.407, -0.917], [0.236, 0.161, -0.336], [1.379, -1.569, 0.536], [-1.117, -1.710, -0.631], [-0.118, -0.382, 1.915], [-2.899, 0.135, 1.251], [-2.966, 1.751, -0.666], [0.137, 2.389, -0.363], [-0.564, 1.458, -2.074], [2.053, 0.738, 0.932], [0.658, -2.271, 0.448], [1.870, 0.253, -0.297]]}


{"formula": "C25H31ClF9NO9", "method": "the ωB97M-V functional and the def2-TZVPD basis", "e_above_lowest_kj_mol": 349.2, "homo_lumo_gap_ev": 8.5, "total_charge": 0, "homo_energy_ev": -9.64, "smiles": "C[C@@H](Cl)CC1=C(CCN)C(=O)C=C(CC=O)C1=O.CCOC(=O)C(F)(F)F.CCOC(=O)C(F)(F)F.CCOC(=O)C(F)(F)F", "symbols": ["C", "C", "Cl", "C", "C", "C", "C", "C", "N", "C", "O", "C", "C", "C", "C", "O", "C", "O", "H", "H", "H", "H", "H", "H", "H", "H", "H", "H", "H", "H", "H", "H", "H", "H", "C", "C", "O", "C", "O", "C", "F", "F", "F", "H", "H", "H", "H", "H", "C", "C", "O", "C", "O", "C", "F", "F", "F", "H", "H", "H", "H", "H", "C", "C", "O", "C", "O", "C", "F", "F", "F", "H", "H", "H", "H", "H"], "coordinates": [[0.502, 2.508, 2.001], [-0.038, 3.003, 0.562], [1.494, 3.438, -0.405], [-0.671, 1.733, -0.175], [-2.243, 1.799, -0.393], [-2.894, 0.602, -0.802], [-2.099, -0.783, -1.004], [-2.058, -1.453, 0.482], [-0.795, -2.215, 0.752], [-4.481, 0.675, -1.024], [-5.068, 0.035, -1.909], [-5.247, 1.643, -0.003], [-4.606, 2.825, 0.425], [-5.287, 3.814, 1.474], [-6.673, 3.299, 2.050], [-7.635, 4.085, 2.035], [-3.151, 3.076, -0.241], [-2.864, 4.231, -0.621], [-0.147, 1.692, 2.455], [1.548, 2.052, 1.865], [0.628, 3.358, 2.743], [-0.716, 3.906, 0.625], [-0.469, 0.823, 0.482], [-0.186, 1.533, -1.183], [-1.044, -0.622, -1.384], [-2.722, -1.400, -1.725], [-2.996, -2.100, 0.611], [-2.055, -0.556, 1.202], [-0.029, -1.523, 0.631], [-0.802, -2.365, 1.780], [-6.276, 1.310, 0.324], [-4.588, 3.992, 2.360], [-5.461, 4.825, 0.961], [-6.851, 2.244, 2.471], [-3.538, 8.228, 1.284], [-3.460, 8.874, 2.653], [-3.036, 7.921, 3.641], [-1.713, 7.675, 3.693], [-0.900, 8.191, 2.976], [-1.398, 6.686, 4.811], [-2.234, 5.628, 4.811], [-1.502, 7.258, 6.026], [-0.155, 6.190, 4.725], [-4.180, 7.344, 1.313], [-3.935, 8.933, 0.552], [-2.553, 7.896, 0.949], [-4.451, 9.217, 2.954], [-2.803, 9.747, 2.651], [2.456, -6.963, -2.584], [2.574, -5.465, -2.790], [1.276, -4.872, -2.958], [0.578, -4.652, -1.827], [0.973, -4.923, -0.726], [-0.753, -3.978, -2.146], [-1.396, -4.566, -3.173], [-0.589, -2.683, -2.488], [-1.607, -3.991, -1.114], [1.892, -7.419, -3.401], [3.443, -7.423, -2.534], [1.921, -7.194, -1.661], [3.129, -5.264, -3.705], [3.115, -4.985, -1.971], [7.958, -5.402, -0.044], [8.089, -6.697, -0.822], [7.160, -6.729, -1.917], [7.523, -6.046, -3.018], [8.546, -5.427, -3.124], [6.475, -6.205, -4.114], [5.218, -6.032, -3.654], [6.513, -7.431, -4.670], [6.635, -5.328, -5.116], [6.926, -5.252, 0.282], [8.609, -5.412, 0.832], [8.225, -4.541, -0.661], [7.839, -7.539, -0.176], [9.110, -6.854, -1.177]]}


{"formula": "C18H50F9N16O12PS", "method": "the ωB97M-V functional and the def2-TZVPD basis", "homo_lumo_gap_ev": 6.3, "total_charge": 0, "homo_energy_ev": -8.06, "smiles": "COC[C@H](OCCCCCC(F)(F)C(F)(F)S(F)(F)(F)(F)F)P(O)O.NC(N)=O.NC(N)=O.NC(N)=O.NC(N)=O.NC(N)=O.NC(N)=O.NC(N)=O.NC(N)=O", "symbols": ["C", "O", "C", "C", "O", "C", "C", "C", "C", "C", "C", "F", "F", "C", "F", "F", "S", "F", "F", "F", "F", "F", "P", "O", "O", "H", "H", "H", "H", "H", "H", "H", "H", "H", "H", "H", "H", "H", "H", "H", "H", "H", "H", "N", "C", "N", "O", "H", "H", "H", "H", "N", "C", "N", "O", "H", "H", "H", "H", "N", "C", "N", "O", "H", "H", "H", "H", "N", "C", "N", "O", "H", "H", "H", "H", "N", "C", "N", "O", "H", "H", "H", "H", "N", "C", "N", "O", "H", "H", "H", "H", "N", "C", "N", "O", "H", "H", "H", "H", "N", "C", "N", "O", "H", "H", "H", "H"], "coordinates": [[2.058, -0.827, 0.816], [1.149, 0.119, 0.160], [-0.165, -0.458, 0.320], [-0.980, -0.645, -1.039], [-0.563, -1.758, -1.850], [0.737, -1.567, -2.449], [0.673, -1.998, -4.001], [0.836, -3.604, -4.094], [-0.529, -4.341, -3.613], [-0.221, -4.932, -2.157], [-1.515, -5.627, -1.482], [-2.559, -4.676, -1.654], [-1.735, -6.805, -2.226], [-1.141, -5.874, 0.047], [-1.259, -4.613, 0.681], [0.224, -6.199, 0.166], [-2.252, -7.057, 0.988], [-0.993, -7.249, 2.120], [-1.715, -8.395, 0.180], [-3.549, -6.827, -0.005], [-2.792, -5.795, 1.934], [-3.197, -8.059, 1.915], [-1.155, 0.997, -2.035], [-2.045, 0.513, -3.445], [-2.356, 1.844, -1.119], [1.768, -0.833, 1.919], [3.145, -0.540, 0.683], [1.914, -1.896, 0.441], [-0.772, 0.290, 0.951], [-0.166, -1.425, 0.932], [-2.060, -0.885, -0.714], [1.207, -0.550, -2.285], [1.450, -2.328, -1.961], [-0.298, -1.699, -4.505], [1.532, -1.560, -4.613], [1.126, -3.944, -5.144], [1.723, -3.909, -3.428], [-0.695, -5.209, -4.322], [-1.383, -3.585, -3.606], [0.237, -4.150, -1.457], [0.560, -5.753, -2.294], [-1.406, 0.138, -4.089], [-3.179, 1.308, -1.110], [1.434, 5.591, -0.228], [0.550, 4.743, -0.808], [-0.681, 4.720, -0.228], [0.832, 4.051, -1.776], [1.222, 6.167, 0.567], [2.355, 5.636, -0.629], [-1.367, 4.101, -0.630], [-0.934, 5.278, 0.566], [-3.442, -2.811, 4.672], [-2.146, -2.780, 5.081], [-1.313, -3.605, 4.395], [-1.761, -2.066, 5.993], [-3.779, -3.391, 3.926], [-4.090, -2.214, 5.157], [-0.345, -3.610, 4.667], [-1.611, -4.198, 3.642], [0.846, 9.657, 0.716], [1.928, 9.093, 1.301], [2.677, 9.944, 2.051], [2.213, 7.910, 1.168], [0.595, 10.630, 0.813], [0.266, 9.057, 0.152], [3.491, 9.562, 2.503], [2.462, 10.917, 2.175], [0.598, 13.925, 2.476], [-0.290, 13.078, 1.903], [-1.513, 13.054, 2.483], [-0.008, 12.385, 0.930], [0.389, 14.500, 3.270], [1.519, 13.969, 2.069], [-2.199, 12.436, 2.084], [-1.764, 13.613, 3.278], [2.774, 13.233, -2.275], [3.322, 12.312, -1.438], [2.459, 11.781, -0.536], [4.500, 11.990, -1.495], [1.811, 13.511, -2.246], [3.382, 13.650, -2.959], [2.827, 11.096, 0.101], [1.489, 12.033, -0.474], [1.119, -5.709, 4.171], [1.811, -6.087, 5.281], [1.402, -7.256, 5.828], [2.728, -5.423, 5.742], [0.365, -6.239, 3.774], [1.393, -4.846, 3.732], [1.889, -7.572, 6.649], [0.651, -7.814, 5.461], [-0.895, -9.899, 2.935], [-0.205, -10.289, 4.034], [-0.613, -11.462, 4.581], [0.717, -9.629, 4.497], [-1.654, -10.420, 2.537], [-0.624, -9.029, 2.503], [-0.122, -11.782, 5.399], [-1.366, -12.016, 4.217], [-1.746, -3.851, -8.403], [-0.442, -3.843, -8.026], [0.364, -4.669, -8.742], [-0.024, -3.147, -7.112], [-2.109, -4.414, -9.149], [-2.373, -3.251, -7.894], [1.338, -4.690, -8.492], [0.042, -5.248, -9.495]]}


{"formula": "C40H60N4O5SSi", "method": "the ωB97M-V functional and the def2-TZVPD basis", "homo_lumo_gap_ev": 7.3, "total_charge": 0, "homo_energy_ev": -7.69, "smiles": "CC(=O)OCc1ccc2c(c1C[C@@H](O)CN)Nc1cccc(CCCCCCCC[Si](C)(C)c3ccccc3)c1S2.CNC(C)=O.CNC(C)=O", "symbols": ["C", "C", "O", "O", "C", "C", "C", "C", "C", "C", "C", "C", "C", "O", "C", "N", "N", "C", "C", "C", "C", "C", "C", "C", "C", "C", "C", "C", "C", "C", "Si", "C", "C", "C", "C", "C", "C", "C", "C", "C", "S", "H", "H", "H", "H", "H", "H", "H", "H", "H", "H", "H", "H", "H", "H", "H", "H", "H", "H", "H", "H", "H", "H", "H", "H", "H", "H", "H", "H", "H", "H", "H", "H", "H", "H", "H", "H", "H", "H", "H", "H", "H", "H", "H", "H", "H", "H", "C", "N", "C", "C", "O", "H", "H", "H", "H", "H", "H", "H", "C", "N", "C", "C", "O", "H", "H", "H", "H", "H", "H", "H"], "coordinates": [[5.795, -5.124, 3.751], [6.749, -4.414, 2.583], [7.553, -5.250, 1.867], [6.754, -2.973, 2.284], [6.476, -2.702, 0.861], [5.570, -1.298, 0.819], [6.370, 0.031, 0.227], [5.454, 1.424, 0.144], [3.852, 1.470, 0.617], [3.069, 0.160, 1.204], [3.969, -1.248, 1.296], [3.350, -2.694, 1.815], [2.938, -3.595, 0.469], [2.413, -4.885, 1.024], [1.717, -2.938, -0.406], [1.877, -3.150, -1.926], [1.628, 0.054, 1.626], [1.016, 1.359, 2.062], [-0.284, 1.247, 3.108], [-1.118, 2.573, 3.657], [-0.670, 4.077, 3.160], [0.616, 4.181, 2.146], [1.084, 5.660, 1.616], [0.546, 5.821, 0.061], [-0.903, 5.102, -0.226], [-0.763, 3.622, -0.991], [-1.744, 2.468, -0.317], [-1.705, 1.023, -1.100], [-1.898, -0.282, -0.081], [-3.313, -1.081, -0.300], [-4.358, -1.347, 1.296], [-4.063, 0.148, 2.493], [-6.287, -1.439, 0.940], [-3.938, -2.955, 2.282], [-2.810, -4.076, 1.876], [-2.617, -5.406, 2.865], [-3.537, -5.649, 4.237], [-4.653, -4.512, 4.659], [-4.817, -3.204, 3.681], [1.436, 2.870, 1.601], [2.879, 3.102, 0.429], [6.395, -5.875, 4.431], [4.897, -5.728, 3.260], [5.292, -4.282, 4.428], [7.524, -2.561, 0.320], [5.945, -3.602, 0.326], [7.486, 0.005, -0.143], [6.008, 2.374, -0.289], [4.167, -3.318, 2.373], [2.388, -2.594, 2.474], [3.845, -3.781, -0.252], [1.581, -4.649, 1.560], [1.578, -1.782, -0.268], [0.672, -3.430, -0.125], [1.875, -2.174, -2.350], [0.942, -3.544, -2.248], [1.639, -0.546, 2.505], [-0.641, 0.171, 3.456], [-2.049, 2.380, 4.369], [-1.305, 4.994, 3.557], [0.678, 6.562, 2.245], [2.268, 5.794, 1.567], [0.390, 6.980, -0.169], [1.310, 5.428, -0.737], [-1.615, 5.039, 0.705], [-1.464, 5.799, -1.014], [-1.137, 3.738, -2.117], [0.361, 3.286, -1.066], [-1.388, 2.357, 0.799], [-2.879, 2.799, -0.281], [-0.619, 0.916, -1.573], [-2.473, 0.945, -1.993], [-1.691, 0.035, 1.026], [-1.033, -1.043, -0.372], [-3.973, -0.411, -1.032], [-3.088, -2.092, -0.848], [-4.841, 0.228, 3.367], [-4.042, 1.151, 1.848], [-2.945, 0.025, 2.888], [-6.852, -1.584, 1.980], [-6.535, -2.402, 0.281], [-6.696, -0.484, 0.401], [-2.175, -3.935, 0.898], [-1.845, -6.265, 2.620], [-3.420, -6.601, 4.933], [-5.316, -4.668, 5.634], [-5.614, -2.392, 3.994], [-3.633, 2.308, -6.337], [-4.076, 2.901, -5.097], [-5.043, 2.454, -4.244], [-5.765, 1.184, -4.603], [-5.298, 3.086, -3.222], [-2.565, 2.093, -6.247], [-3.786, 3.039, -7.136], [-4.171, 1.389, -6.575], [-3.635, 3.760, -4.789], [-6.504, 0.956, -3.830], [-6.288, 1.306, -5.557], [-5.056, 0.352, -4.660], [3.835, 2.305, -3.615], [3.180, 1.097, -3.174], [1.989, 0.580, -3.594], [1.228, 1.333, -4.650], [1.572, -0.469, -3.109], [4.816, 2.033, -4.015], [3.969, 2.955, -2.746], [3.264, 2.833, -4.381], [3.633, 0.535, -2.463], [0.301, 0.800, -4.881], [0.970, 2.333, -4.286], [1.824, 1.403, -5.565]]}